{"formula": "C35H83AgF6N4O13", "method": "ωB97M-V/def2-TZVPD", "symbols": ["Ag", "C", "O", "O", "C", "F", "F", "F", "C", "C", "H", "H", "H", "H", "H", "H", "C", "O", "O", "C", "F", "F", "F", "C", "C", "H", "H", "H", "H", "H", "H", "C", "C", "C", "O", "H", "H", "H", "H", "H", "H", "H", "C", "O", "C", "C", "N", "H", "H", "C", "C", "O", "C", "H", "H", "H", "H", "H", "H", "H", "H", "H", "H", "H", "H", "H", "H", "C", "O", "C", "C", "N", "H", "H", "C", "C", "O", "C", "H", "H", "H", "H", "H", "H", "H", "H", "H", "H", "H", "H", "H", "H", "C", "O", "C", "C", "N", "H", "H", "C", "C", "O", "C", "H", "H", "H", "H", "H", "H", "H", "H", "H", "H", "H", "H", "H", "H", "C", "O", "C", "C", "N", "H", "H", "C", "C", "O", "C", "H", "H", "H", "H", "H", "H", "H", "H", "H", "H", "H", "H", "H", "H"], "coordinates": [[-2.83, -6.72, -11.37], [-3.15, -0.66, -14.08], [-4.52, -1.14, -13.89], [-2.81, 0.24, -13.08], [-2.13, -1.79, -14.44], [-1.06, -1.30, -15.12], [-1.64, -2.52, -13.40], [-2.70, -2.65, -15.29], [-4.58, -2.12, -12.90], [-6.00, -2.49, -12.52], [-5.94, -3.38, -11.89], [-6.55, -1.72, -11.98], [-6.56, -2.75, -13.42], [-4.04, -1.88, -11.98], [-4.09, -2.95, -13.41], [-3.20, -0.15, -15.05], [-1.64, -6.32, -3.65], [-2.49, -5.13, -3.63], [-0.45, -6.01, -3.08], [-2.64, -7.44, -3.05], [-2.97, -7.31, -1.75], [-3.84, -7.58, -3.72], [-1.98, -8.56, -3.28], [-2.43, -4.28, -4.78], [-3.77, -3.59, -4.65], [-3.56, -2.84, -3.88], [-3.92, -2.96, -5.54], [-4.68, -4.18, -4.57], [-2.57, -4.91, -5.67], [-1.52, -3.68, -4.74], [-1.49, -6.65, -4.69], [-1.82, -3.68, -8.25], [-2.91, -4.48, -9.00], [-3.33, -3.55, -10.19], [-2.52, -5.79, -9.27], [-1.36, -4.30, -7.48], [-2.24, -2.73, -7.91], [-1.07, -3.30, -8.95], [-3.79, -4.55, -8.35], [-3.70, -2.55, -9.96], [-4.17, -4.05, -10.68], [-2.47, -3.29, -10.81], [-0.25, -10.36, -8.15], [-0.84, -9.10, -7.89], [-1.43, -8.96, -6.60], [-2.41, -7.77, -6.57], [-3.41, -7.86, -7.69], [-3.07, -7.24, -8.44], [-3.32, -8.78, -8.12], [-4.84, -7.54, -7.34], [-5.47, -8.45, -6.25], [-4.95, -9.74, -6.40], [-5.42, -10.62, -5.39], [0.78, -10.37, -7.76], [-0.30, -10.56, -9.21], [-0.72, -11.23, -7.69], [-0.59, -8.86, -5.91], [-2.01, -9.85, -6.34], [-1.81, -6.91, -6.86], [-2.83, -7.62, -5.57], [-5.50, -7.50, -8.21], [-4.80, -6.45, -7.21], [-6.55, -8.31, -6.38], [-5.30, -8.04, -5.26], [-4.78, -10.63, -4.51], [-5.54, -11.57, -5.91], [-6.43, -10.36, -5.05], [3.47, -6.84, -12.46], [2.50, -5.95, -11.94], [3.02, -5.10, -10.94], [1.89, -4.37, -10.23], [0.59, -5.18, -10.09], [-0.16, -4.77, -9.54], [0.17, -5.35, -11.00], [0.69, -6.58, -9.42], [1.30, -6.40, -8.07], [0.82, -5.26, -7.43], [0.97, -5.06, -6.04], [3.68, -7.76, -11.92], [4.32, -6.25, -12.79], [3.04, -7.26, -13.38], [3.68, -4.38, -11.44], [3.67, -5.62, -10.22], [1.57, -3.53, -10.85], [2.05, -3.95, -9.24], [1.35, -7.15, -10.07], [-0.32, -6.99, -9.40], [2.39, -6.46, -8.16], [0.96, -7.24, -7.45], [0.48, -5.88, -5.50], [0.54, -4.08, -5.85], [2.03, -5.14, -5.77], [-11.69, -5.67, -9.18], [-11.27, -4.35, -8.88], [-10.94, -4.33, -7.48], [-10.70, -2.97, -6.87], [-10.34, -1.85, -7.85], [-11.26, -1.64, -8.24], [-10.01, -0.98, -7.44], [-9.35, -2.12, -8.99], [-7.94, -2.26, -8.54], [-7.87, -3.21, -7.48], [-6.69, -4.02, -7.64], [-12.06, -5.80, -10.19], [-12.53, -6.09, -8.63], [-10.85, -6.36, -9.04], [-10.07, -4.98, -7.31], [-11.74, -4.77, -6.88], [-9.87, -2.87, -6.18], [-11.53, -2.67, -6.23], [-9.39, -1.19, -9.57], [-9.70, -2.86, -9.70], [-7.50, -1.31, -8.21], [-7.37, -2.65, -9.38], [-6.42, -4.62, -6.77], [-5.87, -3.32, -7.79], [-6.85, -4.74, -8.45], [-0.37, 5.25, -11.29], [-0.98, 4.51, -12.33], [-0.24, 3.35, -12.71], [-0.67, 2.25, -11.76], [-0.29, 0.87, -12.40], [-1.16, 0.66, -12.92], [0.48, 1.06, -13.02], [-0.17, -0.31, -11.43], [-1.48, -0.63, -10.69], [-1.91, 0.53, -9.99], [-3.31, 0.56, -9.69], [0.63, 5.56, -11.59], [-0.37, 4.56, -10.44], [-0.89, 6.13, -10.94], [0.80, 3.63, -12.89], [-0.51, 3.03, -13.72], [-1.74, 2.24, -11.56], [-0.12, 2.38, -10.83], [0.62, 0.01, -10.75], [-0.02, -1.20, -12.04], [-1.14, -1.35, -9.93], [-2.30, -1.17, -11.16], [-3.34, 1.05, -8.71], [-3.79, -0.41, -9.58], [-3.89, 1.07, -10.45]], "lowdin_charge": [0.8218, -0.3844, -0.0656, -0.1898, -0.5462, 0.1259, 0.0906, 0.1426, -0.3157, -0.0609, 0.0475, 0.0714, 0.0845, 0.0753, 0.1104, 0.1498, -0.4896, -0.1321, -0.1788, -0.5207, 0.1526, 0.0541, 0.1312, -0.2637, -0.0810, 0.0858, 0.0503, 0.0725, 0.0838, 0.1196, 0.0779, -0.0483, -0.5517, -0.0711, -0.3532, 0.0559, 0.0969, 0.0514, 0.1031, 0.0578, 0.0552, 0.0632, -0.0942, -0.2246, -0.1591, -0.0848, 0.0571, 0.0810, 0.1617, -0.0700, -0.2157, -0.1763, -0.0625, 0.0967, 0.0890, 0.0952, 0.1435, 0.1294, 0.1118, 0.0997, 0.1225, 0.1086, 0.1283, 0.1112, 0.1014, 0.0975, 0.0942, -0.0815, -0.2021, -0.2001, -0.0537, 0.0782, 0.0984, 0.1485, -0.0663, -0.2136, -0.2318, -0.0369, 0.0976, 0.1009, 0.0941, 0.1381, 0.1306, 0.1245, 0.1367, 0.1263, 0.0927, 0.1355, 0.1277, 0.0789, 0.0928, 0.1054, -0.0981, -0.1824, -0.1900, -0.0730, 0.0987, 0.1790, 0.1835, -0.0778, -0.1989, -0.1951, -0.0695, 0.0981, 0.0983, 0.0931, 0.1252, 0.1322, 0.1268, 0.1384, 0.1438, 0.1324, 0.1416, 0.1204, 0.0823, 0.0848, 0.0937, -0.0882, -0.1798, -0.2053, -0.0793, 0.0654, 0.0858, 0.1632, -0.0615, -0.2157, -0.1926, -0.0726, 0.0928, 0.0813, 0.0949, 0.1323, 0.1312, 0.1291, 0.1223, 0.1316, 0.1130, 0.1014, 0.0696, 0.0944, 0.0643, 0.0946], "e_above_lowest_kcal_mol": 57.02, "total_charge": 2, "multiplicity": 1}